{
  "formula": "C2H8Cl2NSi",
  "method": "ωB97M-V/def2-TZVPD",
  "species": ["Cl", "H", "C", "H", "H", "H", "Si", "C", "N", "H", "H", "H", "Cl", "H"],
  "positions_angstrom": [[1.944, 0.346, -1.074], [-1.150, 1.952, -0.388], [0.868, -1.370, 1.578], [-2.018, 0.528, 0.210], [0.463, -1.245, 2.663], [0.039, -1.684, 0.956], [1.205, 0.384, 0.861], [-1.144, 0.858, -0.353], [-0.998, 0.247, -1.676], [-0.060, -0.247, -1.722], [1.686, -2.075, 1.505], [-1.051, 0.949, -2.450], [1.964, 1.939, 1.831], [-1.747, -0.582, -1.940]],
  "atomic_forces_ev_per_a": [[0.6, -0.2, 0.4], [0.0, -0.4, -0.4], [-0.6, 2.0, 1.5], [0.2, -0.3, -0.3], [0.9, -0.3, -1.9], [-0.2, -0.3, -0.1], [-2.8, -1.1, -1.7], [1.7, 0.6, 2.6], [-1.5, -2.8, -1.9], [-0.9, 0.9, -0.3], [0.2, 0.0, 0.1], [0.2, -0.8, 0.7], [0.0, 0.0, 0.2], [2.1, 2.8, 1.0]],
  "gap_ev": 9.57,
  "total_energy_ha": -1345.41096,
  "de_lowest_kj_mol": 149.4,
  "homo_ha": -0.489,
  "charge": 1
}